Record 1
11
Properties=species:S:1:pos:R:3 method="wB97M-V/def2-TZVPD" multiplicity=1 e_homo_ev=-8.37 e_tot_ha=-302.22099 smiles=C#Cc1c[nH]cn1
C 3.10 -0.19 0.16
C 1.82 -0.43 -0.32
C 0.36 -0.55 -0.35
C -0.28 0.80 -0.23
C -1.76 -0.83 -0.07
H 4.20 0.26 0.17
H -0.05 1.90 0.22
H -2.34 1.36 -0.05
H -2.68 -1.39 0.54
N -1.74 0.54 -0.02
N -0.63 -1.48 -0.05

Record 2
52
Properties=species:S:1:pos:R:3 method="wB97M-V/def2-TZVPD" multiplicity=1 e_homo_ev=-9.98 e_tot_ha=-4207.43223 smiles="CCC[C@]1(CON=O)NC(=O)[C@@](Cl)(CCF)[C@@]1(Br)OCC.CC(C)O"
C -1.75 2.48 -2.54
C -0.78 2.59 -1.36
C -0.06 1.26 -1.14
C 0.39 0.92 0.29
C 0.80 -0.58 0.30
O -0.32 -1.31 -0.22
N -0.24 -2.68 0.21
O -1.29 -3.08 0.49
N -0.67 1.06 1.31
C -0.08 1.45 2.51
O -0.33 1.02 3.60
C 1.00 2.47 2.14
Cl 0.06 3.91 1.64
C 1.99 2.79 3.25
C 1.70 4.01 4.10
F 2.13 5.16 3.47
C 1.63 1.72 0.92
Br 2.49 3.02 -0.27
O 2.55 0.85 1.48
C 3.68 0.37 0.73
C 4.97 1.10 1.09
H -2.01 3.47 -2.92
H -2.68 2.00 -2.23
H -1.32 1.90 -3.36
H -0.06 3.37 -1.60
H -1.34 2.87 -0.47
H -0.72 0.46 -1.48
H 0.83 1.22 -1.77
H 1.67 -0.75 -0.33
H 0.99 -0.91 1.32
H -1.23 0.23 1.43
H 2.98 2.92 2.83
H 1.99 1.93 3.92
H 2.26 3.92 5.03
H 0.64 4.11 4.36
H 3.76 -0.68 0.99
H 3.47 0.41 -0.34
H 5.32 1.74 0.28
H 4.80 1.74 1.95
H 5.75 0.39 1.36
C -4.05 -5.92 -1.89
C -3.14 -5.13 -2.83
C -3.23 -3.64 -2.55
O -3.46 -5.41 -4.19
H -5.09 -5.63 -2.04
H -3.97 -6.99 -2.10
H -3.79 -5.75 -0.85
H -2.11 -5.47 -2.70
H -4.24 -3.28 -2.72
H -2.56 -3.09 -3.22
H -2.95 -3.41 -1.52
H -4.36 -5.13 -4.35

Record 3
107
Properties=species:S:1:pos:R:3 method="wB97M-V/def2-TZVPD" multiplicity=1 e_homo_ev=-10.93 e_tot_ha=-3441.80416 total_charge=+1
Ag 0.09 0.51 0.45
C 5.57 -3.03 -0.03
C 4.26 -2.97 -0.79
O 4.63 -2.86 -2.13
S 6.11 -3.53 -2.47
O 7.00 -2.56 -3.11
O 6.01 -4.84 -3.13
O 6.45 -3.72 -0.84
H 5.62 -3.31 1.03
H 5.98 -2.03 0.05
H 3.66 -2.16 -0.38
H 3.81 -3.96 -0.68
C -2.29 -2.95 3.03
C -3.10 -2.04 2.07
O -3.68 -2.92 1.05
S -3.41 -4.55 1.33
O -3.08 -5.24 0.07
O -4.49 -5.10 2.11
O -2.12 -4.13 2.30
H -2.86 -3.25 3.90
H -1.32 -2.47 3.20
H -2.38 -1.40 1.56
H -3.91 -1.40 2.40
C 1.69 3.48 -2.81
C 1.67 1.98 -2.50
O 0.76 1.54 -1.75
N 2.66 1.15 -2.91
C 2.71 -0.27 -2.52
H 0.78 3.65 -3.38
H 2.57 3.59 -3.45
H 1.77 4.09 -1.92
H 3.44 1.54 -3.42
H 1.89 -0.76 -3.04
H 2.51 -0.33 -1.45
H 3.63 -0.77 -2.80
C 3.31 1.98 3.27
C 3.33 1.63 1.86
O 2.35 1.14 1.31
N 4.46 1.78 1.23
C 4.75 1.44 -0.13
H 2.38 1.72 3.76
H 3.38 3.07 3.28
H 4.14 1.57 3.85
H 5.25 2.25 1.67
H 5.83 1.62 -0.17
H 4.24 2.01 -0.90
H 4.64 0.36 -0.25
C -6.27 0.46 -2.33
C -6.52 1.89 -2.81
O -7.68 2.36 -2.81
N -5.49 2.72 -3.02
C -4.13 2.29 -2.97
H -6.14 -0.17 -3.20
H -7.08 -0.02 -1.79
H -5.40 0.49 -1.68
H -5.69 3.70 -3.16
H -4.02 1.28 -3.38
H -3.69 2.20 -1.97
H -3.47 2.80 -3.67
C 0.01 -3.91 -0.82
C 0.67 -3.00 0.23
O 0.68 -1.79 0.00
N 1.22 -3.59 1.31
C 1.93 -2.80 2.38
H -0.43 -4.86 -0.50
H 0.70 -4.15 -1.63
H -0.88 -3.38 -1.15
H 1.42 -4.57 1.23
H 2.64 -2.11 1.92
H 2.54 -3.31 3.13
H 1.28 -2.04 2.80
C -1.84 4.07 -0.29
C -0.65 3.91 0.64
O -0.53 2.71 1.03
N 0.09 4.98 1.02
C 1.11 5.08 2.15
H -2.80 4.01 0.22
H -1.89 3.25 -1.01
H -1.74 5.03 -0.81
H -0.22 5.83 0.56
H 2.13 5.15 1.77
H 1.07 4.30 2.92
H 0.92 6.03 2.66
C -3.34 -1.62 -1.87
C -2.22 -0.59 -1.69
O -2.17 0.06 -0.62
N -1.25 -0.47 -2.58
C -0.91 -1.18 -3.81
H -4.10 -1.57 -1.10
H -2.79 -2.53 -1.63
H -3.71 -1.58 -2.90
H -0.58 0.28 -2.48
H -0.13 -1.92 -3.69
H -0.38 -0.49 -4.47
H -1.74 -1.45 -4.47
C -0.35 -0.05 5.23
C -1.00 0.25 3.86
O -0.51 -0.19 2.80
N -2.15 0.98 3.80
C -2.82 1.61 2.63
H 0.07 -1.05 5.12
H -1.18 -0.07 5.94
H 0.41 0.65 5.57
H -2.64 1.25 4.64
H -2.62 2.66 2.44
H -3.90 1.49 2.77
H -2.51 1.13 1.71

Record 4
116
Properties=species:S:1:pos:R:3 method="wB97M-V/def2-TZVPD" multiplicity=1 e_homo_ev=-4.32 e_tot_ha=-3017.78189 total_charge=-1
C 2.91 -5.44 -0.52
C 2.75 -3.83 -0.42
C 1.79 -3.30 -1.61
O 0.75 -2.48 -1.05
C 0.48 -1.29 -1.87
Nb -0.87 0.17 -0.68
C -2.30 1.57 0.46
C -3.67 0.82 0.94
C -4.08 1.35 2.42
I -5.06 -0.30 3.48
C -2.08 0.56 -2.60
C -3.29 -0.50 -2.84
C -4.75 0.15 -2.64
C -5.65 -0.98 -1.91
O -5.43 -1.37 -0.74
O -6.73 -1.62 -2.60
C -7.98 -1.47 -1.89
C -8.31 -2.69 -0.88
C 0.56 1.83 -1.26
C 0.92 2.80 0.11
C 2.48 2.59 0.70
O 1.95 3.88 -0.11
B 0.27 -0.41 1.22
N -0.58 -0.79 2.44
O 1.70 -0.48 1.40
H 3.55 -5.69 -1.44
H 3.41 -5.85 0.43
H 1.88 -5.91 -0.71
H 2.31 -3.52 0.58
H 3.81 -3.40 -0.48
H 1.42 -4.22 -2.17
H 2.47 -2.73 -2.35
H 1.47 -0.79 -2.16
H -0.08 -1.57 -2.84
H -2.02 -1.24 -0.32
H -2.51 2.52 -0.15
H -1.75 1.81 1.45
H -3.46 -0.29 1.04
H -4.54 1.03 0.24
H -3.20 1.76 3.01
H -4.89 2.14 2.26
H -1.40 0.45 -3.53
H -2.45 1.65 -2.60
H -3.14 -1.43 -2.21
H -3.24 -0.86 -3.94
H -4.72 1.13 -2.05
H -5.17 0.34 -3.68
H -8.00 -0.47 -1.35
H -8.81 -1.43 -2.69
H -7.68 -2.51 0.06
H -7.97 -3.68 -1.34
H -9.42 -2.69 -0.59
H 0.20 2.56 -2.06
H 1.59 1.39 -1.45
H 0.05 2.99 0.91
H 2.67 3.30 1.59
H 3.32 2.49 -0.06
H -1.36 -1.36 2.05
H -1.06 0.06 2.79
H 1.81 -1.18 2.09
C 5.37 -7.38 -3.41
O 5.19 -6.58 -2.51
N 4.44 -8.30 -3.77
N 6.52 -7.42 -4.13
H 4.57 -8.96 -4.51
H 3.57 -8.30 -3.26
H 7.24 -6.75 -3.89
H 6.69 -8.07 -4.88
C 2.28 8.19 0.98
O 2.51 8.98 1.88
N 1.76 8.57 -0.22
N 2.52 6.86 1.10
H 1.56 7.93 -0.97
H 1.56 9.55 -0.34
H 2.90 6.54 1.97
H 2.33 6.19 0.37
C -2.05 9.86 2.03
O -2.82 10.22 2.92
N -2.38 9.90 0.72
N -0.80 9.41 2.29
H -1.77 9.61 -0.02
H -3.30 10.24 0.49
H -0.51 9.36 3.25
H -0.16 9.11 1.58
C 9.70 -7.90 -2.12
O 9.08 -7.04 -2.71
N 10.44 -7.64 -1.01
N 9.72 -9.20 -2.53
H 10.96 -8.34 -0.51
H 10.45 -6.69 -0.68
H 9.19 -9.43 -3.35
H 10.23 -9.92 -2.05
C 3.11 -1.52 5.91
O 2.34 -1.17 6.80
N 2.78 -1.46 4.60
N 4.36 -1.99 6.17
H 3.40 -1.74 3.86
H 1.86 -1.12 4.37
H 4.64 -2.04 7.13
H 5.01 -2.27 5.46
C -5.37 9.24 6.23
O -5.54 8.91 7.40
N -6.37 9.21 5.31
N -4.17 9.66 5.76
H -6.25 9.48 4.35
H -7.27 8.90 5.62
H -3.41 9.69 6.41
H -4.01 9.93 4.80
C -1.35 -4.23 -3.94
O -1.29 -3.03 -4.18
N -0.52 -5.13 -4.53
N -2.24 -4.76 -3.07
H -0.55 -6.11 -4.35
H 0.16 -4.77 -5.19
H -2.87 -4.12 -2.61
H -2.30 -5.74 -2.86

Record 5
100
Properties=species:S:1:pos:R:3 method="wB97M-V/def2-TZVPD" multiplicity=2 e_homo_ev="-6.04 / -6.95" e_tot_ha=-7526.07433
Tc 0.71 -0.26 0.93
Cl -4.46 -2.72 6.11
C -3.50 -2.14 4.80
C -2.12 -2.04 4.91
Cl -1.37 -2.57 6.38
C -1.33 -1.52 3.88
Cl 0.38 -1.52 4.08
C -1.91 -1.02 2.68
O -1.30 -0.44 1.72
C -3.30 -1.26 2.56
Cl -4.04 -0.95 1.03
C -4.09 -1.77 3.59
Cl -5.79 -1.95 3.38
C -0.12 1.53 3.74
C 1.35 1.32 3.57
C 2.19 1.97 4.52
C 3.52 1.74 4.53
C 4.08 0.85 3.58
C 5.46 0.55 3.56
C 5.96 -0.29 2.62
C 5.11 -0.84 1.65
C 3.76 -0.56 1.62
S 2.74 -1.22 0.36
C 3.21 0.29 2.62
N 1.84 0.53 2.63
H -0.47 0.89 4.55
H -0.69 1.29 2.85
H -0.31 2.56 4.04
H 1.73 2.62 5.24
H 4.17 2.21 5.26
H 6.10 1.00 4.31
H 7.01 -0.54 2.61
H 5.51 -1.50 0.88
O 0.33 -2.44 1.43
S 0.00 -3.38 0.26
C 0.53 -5.00 0.85
C -0.62 -5.55 1.69
C -1.88 -5.24 0.89
C -1.77 -3.77 0.49
H 1.46 -4.84 1.37
H 0.71 -5.60 -0.05
H -0.64 -5.03 2.65
H -0.50 -6.62 1.89
H -2.79 -5.41 1.46
H -1.92 -5.87 0.00
H -2.07 -3.10 1.29
H -2.31 -3.49 -0.41
C -0.40 3.58 1.33
C 0.54 3.70 0.17
C 0.76 4.94 -0.42
C 1.63 5.10 -1.48
C 2.33 3.99 -1.93
C 2.16 2.73 -1.37
C 3.01 1.60 -1.86
C 1.23 2.56 -0.32
N 0.95 1.34 0.24
H -1.10 4.42 1.35
H 0.15 3.58 2.27
H -0.97 2.65 1.28
H 0.21 5.79 -0.03
H 1.78 6.07 -1.93
H 3.03 4.09 -2.75
H 3.36 1.81 -2.87
H 2.48 0.66 -1.85
H 3.89 1.46 -1.22
O -0.21 -0.89 -0.94
As -0.75 0.10 -2.17
C -1.87 1.62 -1.82
C -1.64 2.92 -2.23
C -2.61 3.89 -2.00
C -3.79 3.56 -1.34
C -4.00 2.25 -0.91
C -3.05 1.28 -1.16
C -1.92 -1.05 -3.17
C -1.72 -2.42 -3.10
C -2.52 -3.28 -3.84
C -3.51 -2.77 -4.66
C -3.71 -1.40 -4.75
C -2.91 -0.53 -4.00
C 0.71 0.36 -3.39
C 1.57 -0.73 -3.47
C 2.62 -0.72 -4.37
C 2.83 0.38 -5.19
C 1.97 1.46 -5.12
C 0.91 1.46 -4.22
H -0.71 3.23 -2.68
H -2.43 4.91 -2.32
H -4.53 4.32 -1.16
H -4.91 1.99 -0.38
H -3.21 0.27 -0.82
H -0.94 -2.81 -2.46
H -2.36 -4.35 -3.78
H -4.14 -3.44 -5.24
H -4.48 -0.99 -5.39
H -3.07 0.54 -4.06
H 1.42 -1.58 -2.81
H 3.29 -1.57 -4.42
H 3.66 0.39 -5.88
H 2.13 2.32 -5.76
H 0.25 2.31 -4.20

Record 6
70
Properties=species:S:1:pos:R:3 method="wB97M-V/def2-TZVPD" multiplicity=1 e_homo_ev=-10.84 e_tot_ha=-1266.46944 total_charge=+1
Ir 0.17 -0.19 0.01
C -1.35 1.36 0.50
C -1.05 1.36 -0.89
C 0.40 1.70 -1.03
C 0.90 1.79 0.30
C -0.17 1.57 1.25
C -0.04 1.71 2.76
C 0.24 0.37 3.43
C -1.34 2.30 3.32
C 1.11 2.68 3.07
C 1.32 2.09 -2.22
C 1.90 0.86 -2.92
C 2.49 2.92 -1.67
C 0.63 2.98 -3.26
C -2.14 1.08 -1.92
C -1.65 0.18 -3.06
C -2.72 2.40 -2.46
C -3.33 0.39 -1.23
H -2.32 1.15 0.92
H 1.91 2.06 0.56
H -0.65 -0.27 3.39
H 0.48 0.53 4.48
H 1.08 -0.16 2.97
H -2.18 1.62 3.16
H -1.58 3.26 2.86
H -1.24 2.45 4.39
H 2.08 2.25 2.81
H 1.13 2.89 4.14
H 1.00 3.63 2.55
H 2.52 0.28 -2.24
H 2.52 1.18 -3.76
H 1.12 0.20 -3.31
H 3.18 2.32 -1.07
H 2.15 3.76 -1.07
H 3.07 3.31 -2.51
H -0.12 2.46 -3.84
H 1.39 3.32 -3.97
H 0.19 3.87 -2.81
H -0.94 0.68 -3.71
H -2.50 -0.12 -3.67
H -1.17 -0.73 -2.68
H -2.02 2.98 -3.04
H -3.07 3.03 -1.64
H -3.57 2.18 -3.10
H -3.05 -0.51 -0.68
H -4.07 0.12 -1.98
H -3.83 1.06 -0.53
C 1.80 -1.42 -0.44
C 1.89 -2.68 0.36
C 1.42 -3.89 -0.13
C 1.46 -5.04 0.65
C 1.98 -5.00 1.93
C 2.47 -3.80 2.43
C 2.43 -2.66 1.65
H 1.69 -1.68 -1.51
H 2.75 -0.88 -0.37
H 1.03 -3.95 -1.14
H 1.10 -5.98 0.24
H 2.02 -5.90 2.53
H 2.91 -3.76 3.42
H 2.83 -1.73 2.04
N -2.17 -3.72 0.37
C -1.72 -3.69 1.66
C -0.98 -2.55 1.77
N -1.00 -1.89 0.56
C -1.72 -2.63 -0.27
H -2.76 -4.43 -0.05
H -1.95 -4.46 2.37
H -0.42 -2.19 2.61
H -1.91 -2.42 -1.30

Record 7
16
Properties=species:S:1:pos:R:3 method="wB97M-V/def2-TZVPD" multiplicity=1 e_homo_ev=-9.96 e_tot_ha=-271.70626 smiles=CC[C@H]1O[C@H]1C
C 0.12 -1.95 -0.17
C 1.00 -0.86 0.44
C 0.06 0.15 1.05
O 0.35 1.53 1.22
C -0.69 1.16 0.30
C -0.44 1.69 -1.09
H -0.67 -2.25 0.53
H 0.68 -2.85 -0.44
H -0.38 -1.58 -1.07
H 1.64 -1.28 1.23
H 1.66 -0.41 -0.31
H -0.47 -0.25 1.92
H -1.71 1.30 0.65
H 0.61 1.62 -1.35
H -0.70 2.76 -1.06
H -1.06 1.22 -1.86

Short version: max |F| = 9.65 0.80 4.11 5.80 0.95 0.76 0.40 eV/A, in the order given.
Short version: molar mass = 92.1 449.7 867.8 972.5 1083.2 584.8 86.1 g/mol, in the order given.